1.
Entry from the OMol25 dataset: 2 unconnected molecules or ions with the total composition C3H12N2O at a distorted geometry (ωB97M-V/def2-TZVPD).

Each line ends with the natural charge from an NBO analysis.
Geometry (Å):
N: -2.3972 0.4310 -0.0265  -0.845
C: -1.1031 0.6664 -0.6736  -0.207
C: 0.1222 0.1236 0.1111  -0.426
C: 1.3328 0.9342 -0.3102  -0.218
N: 2.5994 0.2813 0.1118  -0.858
H: -3.1659 0.8937 -0.5004  0.364
H: -2.3656 0.7375 0.9324  0.353
H: -1.1218 0.4071 -1.7726  0.187
H: -0.8738 1.7326 -0.8295  0.148
H: 0.1503 -0.9355 -0.1332  0.213
H: -0.1150 0.3225 1.1805  0.201
H: 1.3325 1.1709 -1.3552  0.169
H: 1.4415 1.9563 0.1213  0.192
H: 3.3995 0.8441 0.3013  0.371
H: 2.7348 -0.4838 -0.5294  0.356
H: -1.3748 -3.0840 0.9115  0.465
H: -0.1145 -2.5758 1.3842  0.464
O: -0.4816 -3.4219 1.0764  -0.928

Cartesian forces, eV/Å:
0.48 -0.53 -0.41
0.27 1.29 -1.13
-1.84 1.11 -0.36
2.14 0.75 1.39
-1.86 -0.95 -0.30
0.23 -0.04 0.08
-0.08 0.18 0.14
-0.07 -0.78 1.20
-0.32 0.34 0.55
0.67 -0.16 0.38
0.41 -0.55 -0.50
-0.19 -0.33 -1.02
-0.98 -0.64 0.21
0.27 0.36 -0.40
0.86 -0.08 0.18
-0.14 -0.64 -0.22
0.55 -0.52 0.04
-0.41 1.20 0.18

Summary:
HOMO energy (eV): -9.2
ΔE to the lowest compared entry with this formula, charge and spin (kcal per mole): 17.79

2.
Entry from the OMol25 dataset: C4H4FPS in the gas phase at a distorted geometry (ωB97M-V/def2-TZVPD).

Each line ends with the natural charge from an NBO analysis.
Geometry (Å):
C: 0.3207 -0.5265 -0.4802  -0.205
C: -1.0987 -0.7682 -0.3491  -0.269
C: 0.6780 0.7053 -0.1890  -0.484
C: -1.8269 0.3609 -0.0291  -0.538
F: -3.8840 -1.1515 0.0811  -0.477
P: -0.7524 1.8140 -0.1079  0.587
S: -3.5555 0.4502 -0.0282  0.718
H: 1.2062 -1.2300 -0.4843  0.230
H: -1.4773 -1.7807 -0.1753  0.233
H: 1.6332 1.0081 -0.3126  0.216
H: -0.8363 1.8093 1.2090  -0.010

Cartesian forces, eV/Å:
1.18 -1.66 1.16
-0.72 -0.37 1.31
-2.43 1.26 -0.57
0.42 -1.61 -1.90
0.01 0.52 -0.03
0.23 0.02 -1.83
0.14 -0.48 0.42
-1.72 0.10 -0.57
-0.14 0.40 -0.69
2.95 1.21 0.01
0.08 0.61 2.70

Summary:
HOMO energy (eV): -8.3
ΔE to the lowest compared entry with this formula, charge and spin (kcal per mole): 0.00